*i*
13
Properties=species:S:1:pos:R:3 method="wB97M-V/def2-TZVPD" smiles=SS.O.O.O multiplicity=1 mol_weight_g_mol=120.2 lumo_ev=0.0 gap_ha=0.3123
S -0.8105 3.1175 2.1227
S -2.8197 2.7069 1.5822
H -1.1086 4.3700 2.5614
H -2.4257 1.4595 1.5607
O 2.1854 -5.0717 -1.5151
H 1.4558 -5.7027 -1.5043
H 1.8667 -4.2940 -1.0922
O -0.5088 1.9949 -1.7982
H 0.2148 2.5859 -1.4917
H -0.3657 1.1793 -1.3070
O 0.7456 -0.3706 0.2103
H 0.0958 -1.0530 0.2308
H 1.4747 -0.9220 0.4405

*ii*
13
Properties=species:S:1:pos:R:3 method="wB97M-V/def2-TZVPD" multiplicity=1 mol_weight_g_mol=120.2 lumo_ev=-5.9 gap_ha=0.1513
S 1.7911 0.0544 0.3050
S -1.8198 0.2115 -0.5272
H 2.5137 -0.7273 1.1513
H -2.9909 -0.4105 -0.2904
H 1.1850 1.9235 -0.9656
H -0.3201 1.8774 -1.1584
O 0.4601 2.3170 -1.4821
H -1.2364 0.0363 1.7723
H 0.3099 -0.0720 2.0410
O -0.5640 -0.3909 2.2962
H -0.4184 -1.3346 -1.4228
H 0.8817 -1.4769 -0.6130
O 0.2081 -2.0078 -1.1064

It comes down to *i*, which is 472.7 kJ/mol more stable than the next structure.

*i*
23
Properties=species:S:1:pos:R:3 method="wB97M-V/def2-TZVPD" smiles="CC(C)(C)C.C=C" multiplicity=1 mol_weight_g_mol=100.2 lumo_ev=0.8 gap_ha=0.3984
C -0.0815 0.1510 0.1755
C 1.4029 0.0312 -0.0271
C 2.1639 -0.2716 1.2270
C 1.9952 1.3035 -0.6677
C 1.6937 -1.1936 -0.8170
H -0.6087 -0.9316 0.3743
H -0.2443 0.8386 1.1636
H -0.6519 0.6339 -0.5987
H 3.2834 -0.2677 1.1375
H 2.1472 0.5112 1.9253
H 1.7847 -1.1782 1.8158
H 3.1769 1.2336 -0.3161
H 1.7239 2.0831 0.0969
H 1.9146 1.3780 -1.9542
H 1.3925 -1.0241 -1.7738
H 2.7473 -1.3580 -1.0494
H 1.1625 -2.0943 -0.3766
C -3.1465 -0.0669 0.0901
C -4.4901 0.0368 -0.0521
H -2.3700 -0.7623 -0.3458
H -2.6185 0.8879 0.4910
H -5.0490 -0.7931 -0.4568
H -5.0160 0.9004 0.2954

*ii*
23
Properties=species:S:1:pos:R:3 method="wB97M-V/def2-TZVPD" smiles="CCCCC.C=C" multiplicity=1 mol_weight_g_mol=100.2 lumo_ev=1.1 gap_ha=0.4142
C -0.9925 2.3908 -0.4509
C -1.3151 1.1840 0.5627
C -1.4229 0.0005 -0.0857
C -1.2669 -1.3035 0.7162
C -1.0428 -2.4210 -0.4207
H -0.0545 2.4339 -0.9051
H -1.7289 2.4804 -1.2841
H -0.8315 3.3647 0.1897
H -2.0050 1.6710 1.3490
H -0.4155 0.7538 1.1576
H -2.2123 -0.1790 -0.9170
H -0.6548 -0.0712 -0.6764
H -2.3066 -1.3501 1.2407
H -0.5568 -1.1358 1.5131
H -0.1978 -1.8915 -1.1312
H -0.6949 -3.4173 0.0478
H -1.8756 -2.3532 -0.9964
C 3.2992 -0.6651 -0.1787
C 3.2310 0.5976 0.2944
H 2.6183 -0.8877 -1.1047
H 3.7533 -1.5142 0.5510
H 2.6260 1.2379 -0.4855
H 4.0470 1.0749 1.0143

It comes down to *i*, which is 153.7 kJ/mol more stable than the next structure.

*i*
9
Properties=species:S:1:pos:R:3 method="wB97M-V/def2-TZVPD" multiplicity=1 mol_weight_g_mol=77.1 lumo_ev="-2.4 / -3.8" gap_ha="0.2972 / 0.2422"
C 1.1526 0.6884 0.3434
C -0.9051 -0.6737 0.1831
N 0.4537 -0.3543 0.0992
O 1.7637 1.1546 1.2572
F 0.0271 0.2372 -2.1285
H 1.3016 1.2363 -0.6013
H -1.1116 -1.7550 0.2029
H -1.1379 -0.2079 1.1239
H -1.5440 -0.3256 -0.4797

*ii*
9
Properties=species:S:1:pos:R:3 method="wB97M-V/def2-TZVPD" multiplicity=1 mol_weight_g_mol=77.1 lumo_ev="-0.4 / -0.4" gap_ha="0.3383 / 0.3382"
C 1.5631 -0.4001 0.4880
C -1.1694 0.2508 -0.1380
N 0.0840 0.7415 -0.6394
O 1.9298 -1.4446 0.0991
F 1.7669 0.2738 1.6469
H -1.3405 -0.8123 -0.4142
H -1.0503 0.3307 0.9381
H -1.9826 0.9032 -0.4390
H 0.1991 0.1570 -1.5416

It comes down to *ii*, which is 266.1 kJ/mol more stable than the next structure.

*i*
23
Properties=species:S:1:pos:R:3 method="wB97M-V/def2-TZVPD" smiles="C=[SiH]N(C)C.C=CC" multiplicity=1 mol_weight_g_mol=129.3 lumo_ev=0.4 gap_ha=0.3103
C 0.6945 -1.0462 -3.0083
Si -0.2765 0.3523 -2.7452
N -0.1663 1.5627 -1.4534
C -1.4266 1.7070 -0.6722
C 1.0375 1.4097 -0.6515
H 1.1376 -1.6359 -2.3443
H 1.0505 -1.1801 -4.0330
H -0.9454 0.9620 -3.8938
H -2.3403 1.8213 -1.4268
H -1.4027 0.7897 0.0290
H -1.3486 2.7267 -0.1543
H 1.2081 2.4841 -0.3685
H 0.9943 0.6973 0.3080
H 1.7700 1.0786 -1.2089
C -0.3588 -1.8721 1.1620
C 0.4490 -1.4645 2.1286
C 0.0535 -0.8620 3.4681
H -1.5026 -1.7905 1.2966
H -0.0131 -2.1101 0.2449
H 1.4419 -1.3718 1.7805
H -0.8151 -1.4524 3.9000
H -0.0723 0.2969 3.4010
H 0.8314 -1.1029 4.2413

*ii*
23
Properties=species:S:1:pos:R:3 method="wB97M-V/def2-TZVPD" multiplicity=1 mol_weight_g_mol=129.3 lumo_ev="0.1 / 0.0" gap_ha="0.3269 / 0.2458"
C 1.0594 0.3957 -0.0093
C 0.1117 0.6851 0.8298
C 2.9657 -1.2115 0.0040
C 3.3699 1.2305 -0.4569
C -3.2099 -1.4239 0.0070
C 2.5371 0.2182 0.3269
N -3.9977 -0.3361 -0.5265
Si -3.9112 1.2896 -0.0200
H 0.8384 0.2505 -1.0615
H 0.1584 0.8557 1.8893
H 2.8541 -1.4110 -1.0603
H 4.0081 -1.3695 0.2780
H 2.3528 -1.9237 0.5537
H 4.4325 1.0632 -0.2854
H 3.1745 1.1375 -1.5234
H 3.1246 2.2442 -0.1489
H -2.9528 -2.1277 -0.7873
H -2.2896 -1.0237 0.4291
H -3.7471 -1.9710 0.7896
H 2.6744 0.3962 1.3994
H -4.8139 -0.6681 -1.0216
H -4.6289 2.0943 -0.9920
H -4.1107 1.6055 1.3864

It comes down to *i*, which is 18.5 kJ/mol more stable than the next structure.

*i*
30
Properties=species:S:1:pos:R:3 method="wB97M-V/def2-TZVPD" multiplicity=1 mol_weight_g_mol=578.3 charge=+2 lumo_ev=-9.4 gap_ha=0.2304
I 1.0566 3.6304 -2.5640
I 1.3698 2.9542 0.3018
Al -0.1220 0.1961 -0.4372
P 1.9030 -0.8175 -1.0038
C 3.3104 -1.1474 0.1062
C 1.6486 -2.3967 -1.8528
H 1.8378 0.5100 -2.9777
H 3.4943 -0.1678 -2.6929
H 2.8675 1.2369 -1.7243
C 2.6136 0.3002 -2.2365
H 0.8281 -2.2575 -2.5646
H 2.5763 -2.6467 -2.3847
H 4.1344 -1.5502 -0.5085
H 3.0183 -1.8891 0.8649
H 1.3925 -3.1674 -1.1130
H 3.6277 -0.2180 0.6009
C 0.7045 0.4445 1.3585
O 1.2569 0.4290 2.3861
Cl -1.1070 0.7991 -2.1960
Br -4.7519 0.5983 2.7463
C -3.6344 -0.5414 1.7255
C -4.0866 -1.8257 1.3890
C -3.2323 -2.6187 0.6105
C -2.0226 -2.0653 0.1623
N -1.6499 -0.8028 0.4391
C -2.3853 -0.0757 1.3119
H -5.0426 -2.2128 1.7270
H -3.4699 -3.6549 0.3500
H -1.2753 -2.6152 -0.4230
H -1.9538 0.8685 1.6093

*ii*
30
Properties=species:S:1:pos:R:3 method="wB97M-V/def2-TZVPD" multiplicity=1 mol_weight_g_mol=578.3 charge=+2 lumo_ev="-9.7 / -9.8" gap_ha="0.1433 / 0.1334"
I -2.8733 -1.4969 -0.6639
I -2.7621 1.2256 -0.5347
Al 1.8779 -0.1907 0.1629
P 0.4696 -0.0303 -2.1763
C -1.0685 -0.0066 -3.3006
C 1.2241 1.4519 -3.0795
H 2.2810 -1.5566 -2.8683
H 1.4177 -0.9353 -4.2841
H 0.7297 -2.2211 -3.2674
C 1.3179 -1.3153 -3.2740
H 2.1553 1.7309 -2.6185
H 1.3817 1.2194 -4.1270
H -0.8609 -0.0294 -4.3801
H -1.6942 0.8631 -3.0783
H 0.5464 2.2950 -2.9746
H -1.7324 -0.8510 -3.0798
C -4.1677 -0.1185 0.4238
O -4.7824 -0.2238 1.4968
Cl 3.9600 -0.0742 0.4045
Br -2.2013 -1.5500 4.9483
C -0.7070 -0.6753 4.1107
C 0.1275 0.1241 4.8851
C 1.1268 0.8690 4.2471
C 1.3375 0.7144 2.8966
N 0.6994 -0.2052 2.1490
C -0.4401 -0.7609 2.7235
H -0.0730 0.2290 5.9662
H 1.7663 1.5383 4.8289
H 2.0680 1.3612 2.3982
H -1.1239 -1.3807 2.0657

It comes down to *i*, which is 644.0 kJ/mol more stable than the next structure.